One molecule with the formula C4H6O2, computed with ωB97M-V with the def2-TZVPD basis set.

Computed properties:
Total charge: 0
Relative energy (zero: lowest compared OMol25 entry of this formula, charge and spin) in eV: 3.8614
Multiplicity: 1
SMILES string: O[C@H]1[C@H]2CO[C@@H]12

Structure (XYZ):
```
12
Properties=species:S:1:pos:R:3:forces:R:3
O -0.3233 1.1794 -1.5916 -0.4 -0.1 -0.2
C 0.0558 1.0376 -0.2412 0.2 0.0 0.2
C -0.5726 0.0999 0.6979 0.3 0.0 0.3
C -0.2751 -1.3157 0.2971 0.0 -0.2 -0.1
O 1.1008 -1.1535 -0.0635 -0.1 -0.1 -0.4
C 1.1916 0.1963 0.1123 0.2 0.2 0.3
H -1.1968 0.7851 -1.6687 -0.1 0.0 -0.2
H 0.1773 2.0117 0.2488 0.0 -0.1 -0.3
H -1.2522 0.3598 1.5098 0.3 0.0 -0.2
H -0.3554 -2.0100 1.1380 0.2 0.1 -0.1
H -0.7800 -1.7380 -0.5776 -0.3 0.1 0.2
H 2.2299 0.5473 0.1387 -0.4 0.0 0.7
```
Forces are in eV/Å.

Which charges does Löwdin predict for the atoms? In e, they are:
1 O -0.0035
2 C -0.4129
3 C -0.0263
4 C -0.1733
5 O -0.0601
6 C -0.0706
7 H 0.0881
8 H 0.1498
9 H 0.1092
10 H 0.1290
11 H 0.1256
12 H 0.1450


One molecule with the formula C4H6O2, computed with ωB97M-V with the def2-TZVPD basis set.

Computed properties:
Total charge: 0
Relative energy (zero: lowest compared OMol25 entry of this formula, charge and spin) in eV: 2.5417
Multiplicity: 1
SMILES string: O[C@H]1C[C@H]2O[C@@H]12

Structure (XYZ):
```
12
Properties=species:S:1:pos:R:3:forces:R:3
O -1.8152 -0.0026 -0.7519 0.0 -0.1 -0.2
C -0.8652 0.3442 0.2089 0.1 0.2 0.3
C 0.0314 -0.8074 0.7824 0.0 -0.2 0.0
C 1.2008 -0.2183 0.0037 0.3 -0.1 0.3
O 0.8068 -0.0305 -1.3583 0.0 -0.1 -0.1
C 0.4155 0.9507 -0.3938 0.0 0.3 -0.1
H -1.2940 -0.3225 -1.5068 -0.2 0.0 0.1
H -1.3670 0.9356 0.9771 0.1 0.0 -0.1
H 0.1916 -0.6729 1.8580 -0.1 -0.1 -0.2
H -0.2739 -1.8367 0.5754 0.1 0.2 -0.1
H 2.2659 -0.3207 0.1818 -0.2 0.1 0.0
H 0.7034 1.9811 -0.5764 -0.1 -0.2 0.0
```
Forces are in eV/Å.

Which charges does Löwdin predict for the atoms? In e, they are:
1 O -0.0121
2 C -0.3063
3 C -0.0487
4 C -0.2144
5 O -0.0172
6 C -0.1702
7 H 0.0964
8 H 0.1480
9 H 0.1164
10 H 0.1162
11 H 0.1437
12 H 0.1481


Number 1: HOMO level -0.3087 hartree, calculated total energy -8336.600 eV. Number 2: HOMO level -0.3648 hartree, calculated total energy -8337.919 eV.